[1]
A 2-piece molecular cluster, C6H12O overall. Source: OMol25; level of theory: ωB97M-V with the def2-TZVPD basis set.

Properties
SMILES string: C=C/C=C/CC.O

Each atom is followed by the atoms it is bonded to, with distances in Å.
Cartesian coordinates (Å):
1 O -0.273 1.907 -1.536  H10 0.973, H17 0.963
2 C -1.713 -0.505 0.775  C3 1.498, C6 1.540, H12 1.087, H15 1.091
3 C -0.263 -0.506 0.399  C2 1.498, C7 1.328, H19 1.084
4 C 2.088 0.119 0.508  C5 1.327, C7 1.472, H8 1.087
5 C 2.643 -0.884 -0.161  C4 1.327, H11 1.083, H18 1.084
6 C -2.630 -0.729 -0.442  C2 1.540, H13 1.091, H14 1.089, H16 1.086
7 C 0.698 0.198 0.986  C3 1.328, C4 1.472, H9 1.083
8 H 2.727 0.960 0.769  C4 1.087
9 H 0.473 0.791 1.864  C7 1.083
10 H -0.739 1.462 -0.807  O1 0.973
11 H 3.636 -0.787 -0.584  C5 1.083
12 H -1.822 -1.264 1.546  C2 1.087
13 H -3.568 -0.186 -0.323  C6 1.091
14 H -2.189 -0.315 -1.347  C6 1.089
15 H -2.049 0.410 1.266  C2 1.091
16 H -2.885 -1.779 -0.546  C6 1.086
17 H 0.638 1.794 -1.247  O1 0.963
18 H 2.211 -1.875 -0.231  C5 1.084
19 H 0.027 -1.143 -0.429  C3 1.084

Results of the Mulliken charge analysis, in e, for atoms 1 through 5: -0.68 -0.48 -0.51 -0.20 -0.77

=====

[2]
The molecule C6H12O in a non-equilibrium geometry. Source: OMol25; level of theory: ωB97M-V with the def2-TZVPD basis set.

Properties
SMILES string: CC(C)[C@H]1C[C@H]1O

Each atom is followed by the atoms it is bonded to, with distances in Å.
Cartesian coordinates (Å):
1 O -0.205 -2.115 1.216  C3 1.400, H17 0.962
2 C 1.404 -1.386 -0.405  C3 1.475, C6 1.487, H15 1.088, H18 1.082
3 C 0.057 -1.930 -0.146  O1 1.400, C2 1.475, C6 1.583, H11 1.066
4 C -0.230 0.628 0.244  C5 1.516, C6 1.496, C7 1.535, H12 1.098
5 C 0.812 1.704 0.480  C4 1.516, H10 1.093, H16 1.095, H19 1.097
6 C 0.277 -0.450 -0.662  C2 1.487, C3 1.583, C4 1.496, H13 1.101
7 C -1.542 1.220 -0.291  C4 1.535, H8 1.098, H9 1.096, H14 1.098
8 H -1.388 1.729 -1.252  C7 1.098
9 H -1.936 1.961 0.415  C7 1.096
10 H 0.439 2.450 1.187  C5 1.093
11 H -0.717 -2.020 -0.874  C3 1.066
12 H -0.453 0.125 1.194  C4 1.098
13 H 0.081 -0.303 -1.735  C6 1.101
14 H -2.319 0.459 -0.439  C7 1.098
15 H 1.936 -1.199 0.525  C2 1.088
16 H 1.726 1.258 0.886  C5 1.095
17 H -1.028 -2.598 1.340  O1 0.962
18 H 2.020 -1.738 -1.221  C2 1.082
19 H 1.067 2.204 -0.462  C5 1.097

Results of the Mulliken charge analysis, in e, for atoms 1 through 5: -0.49 -0.80 -0.25 0.84 -1.45

=====

| no. | DFT total energy (hartree) | E_HOMO (eV) |
| --- | --- | --- |
| 1 | -310.99659 | -8.97 |
| 2 | -310.97507 | -8.38 |